# 1
C38H58DyN4O3SiTe as an isolated structure in a non-equilibrium geometry. Source: the OMol25 dataset; level of theory: the ωB97M-V functional and the def2-TZVPD basis.

Geometry (Å):
1 Dy -17.674619 -4.809677 -9.454626
2 Te -20.163388 -3.085291 -7.930017
3 Si -19.432285 -5.546243 -12.703541
4 O -17.260346 -7.415556 -8.898368
5 O -17.463156 -5.601219 -7.003214
6 O -19.520162 -6.088566 -8.674367
7 N -15.473250 -6.174579 -5.963134
8 N -13.016869 -5.105851 -8.812878
9 N -16.788979 -6.355127 -12.040647
10 N -20.750725 -7.917573 -7.941560
11 C -13.807731 -2.069480 -8.050339
12 C -19.794360 -3.551571 -14.713714
13 C -21.511632 -3.521292 -16.433996
14 C -21.045610 -7.535371 -11.398024
15 C -12.032822 -4.591455 -7.816136
16 C -18.401507 -8.243193 -8.470049
17 C -20.229195 -4.818297 -14.239292
18 C -21.949531 -4.776093 -15.990651
19 C -15.806420 -3.388746 -8.379950
20 C -20.881897 -9.359100 -7.665161
21 C -19.424540 -4.414193 -11.235076
22 C -16.391108 -2.678658 -7.332974
23 C -12.291197 -6.009038 -9.730997
24 C -19.629468 -1.526094 -6.491469
25 C -16.415960 -6.341812 -6.913050
26 C -21.990922 -7.115400 -7.844590
27 C -20.031246 -8.245173 -13.492104
28 C -13.676697 -4.024856 -9.541992
29 C -15.329884 -6.102081 -12.266288
30 C -14.737637 -6.894767 -13.456726
31 C -20.430173 -2.907115 -15.776013
32 C -15.715790 -1.644231 -6.665055
33 C -14.415230 -1.314848 -7.046730
34 C -21.443355 -9.797921 -12.244736
35 C -17.583538 -5.762190 -13.147455
36 C -20.218529 -7.227377 -12.509694
37 C -15.644329 -5.109567 -4.956236
38 C -14.163658 -6.843873 -6.030318
39 C -14.477975 -3.152817 -8.641864
40 C -20.576943 -1.549811 -9.412754
41 C -20.623564 -9.509995 -13.348544
42 C -16.479650 -8.663909 -13.084598
43 C -21.329275 -5.422300 -14.916480
44 C -17.002761 -7.827628 -11.900849
45 C -16.126027 -7.402003 -7.963553
46 C -14.977412 -8.412609 -13.295563
47 C -21.660847 -8.796446 -11.278415
48 C -19.598670 -7.335295 -8.345134
49 H -22.790003 -5.277038 -16.486718
50 H -18.153917 -8.705150 -7.490741
51 H -15.361099 -5.514431 -3.963950
52 H -11.818875 -6.842516 -9.167519
53 H -17.495401 -6.376246 -14.082986
54 H -12.766483 -1.853840 -8.365344
55 H -21.732469 -6.389046 -14.594504
56 H -21.751586 -6.065330 -8.069674
57 H -21.222804 -6.787647 -10.624110
58 H -20.539857 -0.908044 -6.351165
59 H -15.168395 -5.009835 -12.355480
60 H -14.362198 -4.490193 -10.270689
61 H -22.404155 -7.201157 -6.829737
62 H -14.305362 -7.936660 -5.953649
63 H -21.941496 -9.552758 -7.383805
64 H -19.421873 -8.060112 -14.393164
65 H -15.163437 -6.501382 -14.407064
66 H -18.543405 -9.066727 -9.199857
67 H -19.641007 -0.994748 -9.655298
68 H -18.785450 -0.930480 -6.886919
69 H -22.313252 -8.992064 -10.422854
70 H -22.752127 -7.495271 -8.565574
71 H -17.176190 -4.760745 -13.407732
72 H -15.946194 -8.394922 -7.499301
73 H -21.324297 -0.856959 -8.956270
74 H -16.251550 -1.117071 -5.865721
75 H -11.491567 -5.501900 -10.325269
76 H -21.992715 -3.023986 -17.272575
77 H -12.984342 -6.472532 -10.459420
78 H -18.056961 -8.016620 -11.673374
79 H -13.538252 -6.512814 -5.188209
80 H -20.061098 -1.924408 -16.090017
81 H -12.510926 -3.976867 -7.033495
82 H -14.396733 -8.803787 -12.430411
83 H -20.974321 -2.059160 -10.317405
84 H -18.954303 -3.027243 -14.225121
85 H -17.047178 -8.453344 -14.015806
86 H -12.928695 -3.426296 -10.115564
87 H -19.366977 -3.390745 -11.641054
88 H -14.822823 -6.416652 -11.335165
89 H -16.453920 -8.097273 -10.995932
90 H -13.874838 -0.494072 -6.571465
91 H -14.591010 -8.971624 -14.160150
92 H -11.549164 -5.460945 -7.326127
93 H -20.237626 -9.658983 -6.822002
94 H -19.348055 -2.019270 -5.544640
95 H -20.630064 -9.970630 -8.554100
96 H -20.381366 -4.484140 -10.686653
97 H -20.451510 -10.249971 -14.140702
98 H -16.697293 -4.811420 -4.954890
99 H -21.891809 -10.784875 -12.141877
100 H -13.648386 -6.685713 -13.514958
101 H -11.231393 -3.988013 -8.295254
102 H -16.666866 -9.732542 -12.846323
103 H -13.650377 -6.603295 -6.981480
104 H -14.990834 -4.245167 -5.183552
105 H -15.192676 -7.172967 -8.536829
106 H -17.392065 -2.918122 -6.985843

Force components x, y, z for each atom (eV/Å):
-0.3445 -0.7977 0.1361
0.1428 1.2494 -0.0095
0.7811 0.3116 -0.4179
0.4192 -0.9388 0.9417
2.3508 -2.0220 0.1492
-0.5630 -3.6152 0.7112
-0.5933 0.3424 -0.3173
1.1258 -0.4162 0.4276
0.4404 0.4250 -0.1003
0.2720 0.7422 -0.2920
0.3670 0.0304 0.2453
-0.2298 -0.2841 0.1961
0.4735 -0.1745 0.6041
0.1818 -0.5388 -0.7326
-0.1247 -0.3944 -0.0737
1.6957 0.5886 0.1438
-0.6715 0.4933 -0.7633
0.0173 0.0216 -0.1507
-1.2340 -1.0285 -0.2742
-0.1092 -0.0612 0.0430
-0.3204 0.1353 0.0653
0.3757 0.8230 0.3653
-0.0772 -0.2061 -0.1532
-0.2124 -0.1949 -0.0694
-0.5378 2.1838 0.6530
0.0043 -0.0370 -0.3043
-0.3427 0.1198 0.5334
0.0972 -0.1809 -0.9665
-0.1896 -0.4204 0.2352
0.4251 0.3952 -0.0641
-0.1014 -0.2223 -0.1734
-0.3663 -0.2832 0.0170
-0.0146 0.0304 -0.1493
0.3344 0.7124 0.1064
-0.2012 -0.5258 -0.5859
-0.5448 -1.1485 0.3845
0.2415 -0.1936 0.1884
-0.1383 -0.4004 -0.2193
0.9652 1.2592 0.0177
-0.0710 0.1504 -0.0320
0.0467 0.3760 -0.0675
-0.2569 -0.4362 0.1145
0.5063 0.6242 0.2820
0.3118 0.4587 -0.0432
-0.6567 -0.3178 -0.7520
-0.0194 0.2152 0.0518
0.3441 -0.0708 -0.3283
-1.2353 2.0331 -0.7252
0.3475 0.2973 0.1680
-0.2632 0.2452 -0.4739
-0.2005 0.1842 -0.5346
-0.2607 0.5799 -0.2146
-0.0030 0.5230 0.5538
-0.7313 -0.0706 0.3139
0.2704 0.3796 -0.0550
-0.1602 -0.4840 0.1361
0.0570 -0.0874 -0.2238
0.6725 -0.3708 -0.0339
-0.1139 -0.5391 -0.1508
0.3194 0.0914 0.1412
0.1780 0.0626 -0.2805
0.2060 0.3906 0.0444
0.8603 0.1143 -0.2327
-0.3250 0.0232 0.5664
0.1452 -0.4065 0.5326
-0.0576 0.6002 0.2158
-0.7179 -0.5100 0.2089
-0.5132 -0.3748 0.1923
0.1693 -0.0152 -0.2888
0.5929 0.2498 0.4328
-0.1789 -0.4900 0.2424
-0.3287 0.4473 -0.2934
0.5662 -0.6186 -0.5284
0.4355 -0.0764 -0.2499
-0.3845 -0.1197 0.4002
0.0425 -0.1163 0.1721
0.2438 0.3168 0.3730
0.1783 0.0434 -0.2686
-0.3665 -0.0952 -0.3376
-0.2400 -0.4019 0.0320
0.1097 -0.3386 -0.4755
-0.3770 0.3391 -0.2706
0.2156 0.5036 0.6644
-0.4481 -0.3619 -0.2083
0.3400 -0.0587 0.5124
-0.2432 -0.2192 0.1949
0.0845 -0.1100 0.1073
-0.1008 0.0262 -0.3312
0.1057 -0.1944 -0.1070
-0.2039 -0.2126 -0.1453
-0.2123 0.2503 0.1159
-0.2397 0.4530 -0.2654
-0.2687 0.0791 -0.2852
-0.1409 0.3067 -0.4502
-0.1756 0.3380 0.4087
0.2845 0.0606 0.0255
-0.1407 0.2137 0.4752
0.3920 0.0416 0.0225
0.0217 0.2685 -0.0150
-0.5427 -0.0763 0.0721
-0.3156 -0.1893 0.1289
0.0846 0.5156 -0.1632
-0.2442 -0.0004 0.4551
-0.4137 -0.3954 -0.0238
-0.8022 0.1265 0.2793
0.0271 0.0503 -0.1289

Output
E_tot = -3369.8249 Eh
Spin multiplicity = 6
E_LUMO (spin up / spin down) = -3.72 / -1.98 eV
Highest occupied orbital energy (spin up / spin down) = -9.43 / -10.10 eV
Orbital gap (spin up / spin down) = 0.2097 / 0.2984 Eh
⟨S²⟩ = 9.126
Strongest force on any atom = 3.7 eV Å⁻¹
Net charge = +1
Relative energy (zero: lowest compared OMol25 entry of this formula, charge and spin) = 0.0 kcal per mole

Results of the Mulliken charge analysis, in e, for atoms 1 through 99: 0.547 0.433 -0.611 0.032 -0.665 -0.220 0.345 0.694 0.723 0.576 -0.452 -0.586 -0.488 -0.198 -1.175 -1.358 0.820 -0.679 0.161 -1.094 -0.657 -0.205 -0.893 -1.016 1.132 -0.887 0.300 0.281 -0.225 -0.987 -0.670 -0.962 -0.699 -0.821 -0.963 0.546 -1.003 -0.887 0.361 -0.908 -0.943 -0.825 -0.142 0.082 -1.294 -0.890 -0.372 0.159 0.375 0.635 0.454 0.336 0.233 0.359 0.214 0.113 0.219 0.365 0.672 -1.173 0.412 0.316 0.363 0.586 0.331 0.422 0.293 0.297 0.402 0.356 0.760 0.684 0.356 0.442 0.385 0.390 0.112 -0.460 0.376 0.376 0.256 0.284 0.262 0.228 0.201 0.676 0.510 -0.501 0.333 0.394 0.460 0.452 0.336 0.316 0.371 0.192 0.418 0.230 0.408

***

# 2
An isolated ion of composition C3H5N2OS and charge +1 in a non-equilibrium geometry. Source: the OMol25 dataset; level of theory: the ωB97M-V functional and the def2-TZVPD basis.

Geometry (Å):
1 S 1.226941 -1.717390 2.950291
2 O 1.681409 -0.701816 -0.026902
3 N -1.506074 0.928009 -0.596163
4 N -0.224059 -0.251020 0.962233
5 C -0.416947 0.227407 -0.277006
6 C 0.851393 -0.131480 -1.100664
7 C 0.988450 -0.782492 1.038417
8 H 1.083649 0.892658 -1.471704
9 H 0.879211 -0.948358 -1.907764
10 H -0.808191 -0.268083 1.738598
11 H -1.962691 1.529710 0.169583
12 H -1.793090 1.222855 -1.478919

Force components x, y, z for each atom (eV/Å):
-0.3185 2.2717 -4.7336
-0.0783 0.8924 -1.3313
0.6812 0.5940 3.6467
0.3737 1.4476 -3.5324
-1.6562 -0.3571 -0.6101
-1.0804 -0.1670 0.0239
2.2644 -3.8878 7.0062
1.1345 -0.9080 0.1085
-0.6954 1.4924 0.9913
-1.4169 0.0583 1.7743
0.7227 -1.6891 -1.3387
0.0693 0.2527 -2.0048

Output
E_tot = -699.8713 Eh
E_LUMO (spin up / spin down) = -5.93 / -5.93 eV
SMILES = [NH2+]=C1COC(=S)N1
Highest occupied orbital energy (spin up / spin down) = -12.27 / -12.27 eV
Orbital gap (spin up / spin down) = 0.2329 / 0.2330 Eh
Strongest force on any atom = 8.3 eV Å⁻¹
Net charge = +1
Relative energy (zero: lowest compared OMol25 entry of this formula, charge and spin) = 65.2 kcal per mole

Calculated atomic charges, method natural (NBO), unit e: -0.233 -0.397 -0.696 -0.574 0.544 -0.165 0.573 0.267 0.303 0.482 0.452 0.443

***

# 3
A 2-piece molecular cluster, C3H2F3OP overall in a non-equilibrium geometry. Source: the OMol25 dataset; level of theory: the ωB97M-V functional and the def2-TZVPD basis.

Geometry (Å):
1 P 1.154453 2.112478 0.540948
2 F 2.431952 -1.169866 0.331906
3 F 0.795773 -1.364066 1.688899
4 F 0.448836 -1.336726 -0.424062
5 O -1.011654 1.250381 -0.519337
6 C 1.189784 -0.787345 0.558761
7 C -1.809784 0.482388 -0.848244
8 C 1.016546 0.616788 0.547090
9 H -2.024822 -0.264164 -0.020702
10 H -2.191082 0.460130 -1.855255

Force components x, y, z for each atom (eV/Å):
0.6642 1.3475 0.3223
1.1240 -0.1696 -0.0731
-0.2309 -0.2373 0.8234
-0.4651 -0.5562 -0.5863
1.4502 4.1720 -0.0142
-0.6819 -1.1481 -0.4640
-1.9177 -3.6093 0.9846
1.7047 0.6932 0.9615
-0.9313 -0.0979 -1.2856
-0.7163 -0.3944 -0.6686

Output
E_tot = -831.5850 Eh
E_LUMO = 0.14 eV
SMILES = FC(F)(F)C#P.C=O
Highest occupied orbital energy = -9.58 eV
Orbital gap = 0.3571 Eh
Strongest force on any atom = 4.4 eV Å⁻¹
Relative energy (zero: lowest compared OMol25 entry of this formula, charge and spin) = 39.5 kcal per mole

Calculated atomic charges, method natural (NBO), unit e: 0.763 -0.303 -0.310 -0.334 -0.533 0.897 0.292 -0.705 0.111 0.120

***

# 4
A 2-piece molecular cluster, C5H9NO overall. Source: the OMol25 dataset; level of theory: the ωB97M-V functional and the def2-TZVPD basis.

Geometry (Å):
1 O 0.684522 -2.221238 -1.244405
2 N -1.585868 1.111913 -0.886717
3 C -1.663536 0.080642 -0.148662
4 C -1.310877 0.140612 1.307007
5 C 1.952225 0.838144 0.044210
6 C 1.155354 -1.402328 -0.487114
7 C 1.389428 0.010793 -0.833194
8 H 1.439402 -1.685220 0.549041
9 H -2.204390 -0.019191 1.920964
10 H 1.064613 0.326510 -1.819529
11 H -0.597014 -0.648513 1.573257
12 H 2.144332 1.881424 -0.181287
13 H -1.973151 -0.903297 -0.527547
14 H -0.880183 1.116687 1.543051
15 H 2.245214 0.493843 1.034215
16 H -1.860064 0.879226 -1.843290

Force components x, y, z for each atom (eV/Å):
0.0909 0.2843 0.2624
-0.1035 -0.4015 0.0750
-0.0155 0.1703 -0.0005
0.0155 0.0731 0.0262
0.0250 -0.0986 -0.0715
-0.0538 -0.2022 -0.1671
0.1576 0.1314 0.0717
0.0320 0.0074 -0.0719
0.0851 0.0030 -0.0837
0.1006 -0.0033 0.0942
-0.1243 0.0960 -0.0633
-0.0766 -0.1075 -0.0098
-0.0022 0.1511 -0.0012
-0.0803 -0.1261 -0.0151
-0.0395 -0.0276 -0.1273
-0.0111 0.0502 0.0819

Output
E_tot = -325.8525 Eh
E_LUMO = 0.21 eV
SMILES = [H]/N=C/C.C=CC=O
Highest occupied orbital energy = -10.09 eV
Orbital gap = 0.3785 Eh
Strongest force on any atom = 0.4 eV Å⁻¹
Relative energy (zero: lowest compared OMol25 entry of this formula, charge and spin) = 53.4 kcal per mole

Calculated atomic charges, method natural (NBO), unit e: -0.521 -0.626 0.139 -0.682 -0.302 0.389 -0.307 0.105 0.231 0.227 0.216 0.212 0.160 0.230 0.194 0.336